This record from the OMol25 dataset describes an isolated molecule of C3H7N3S. The level of theory is ωB97M-V/def2-TZVPD.

Computed properties:
Energy above the lowest of the compared OMol25 structures with the same formula, charge and spin = 541.1 kJ/mol
Maximum force = 0.157 hartree/bohr
HOMO level = -8.930 eV

Last column: Löwdin charge in e.
CARTESIAN COORDINATES (ANGSTROEM)
H: -0.04442 -1.62872 -0.54952  -0.130
N: -1.11661 -1.80624 -0.60684  0.002
C: -1.71633 -0.70420 -0.09271  -0.293
N: -1.01778 0.52846 -0.04410  -0.040
C: 0.29213 1.04579 -0.02291  -0.533
C: 1.23176 0.21726 0.82001  -0.422
S: 1.86853 -1.06712 -0.49866  0.620
N: 0.70278 2.10704 -0.83669  0.091
H: 0.07186 2.39460 -1.63157  0.055
H: -2.86464 -0.78799 0.11300  0.126
H: -1.95668 1.33427 0.26153  0.249
H: 2.11407 1.10317 0.93611  0.139
H: 0.81681 -0.30569 1.72365  0.085
H: 1.61853 -2.43063 0.42872  0.052

=====

This record from the OMol25 dataset describes the ion C3H7N3S with charge +2. The level of theory is ωB97M-V/def2-TZVPD.

Computed properties:
Energy above the lowest of the compared OMol25 structures with the same formula, charge and spin = 650.1 kJ/mol
Maximum force = 0.115 hartree/bohr
HOMO level (spin up / spin down) = -19.225 / -20.021 eV
Charge = +2

Last column: Löwdin charge in e.
CARTESIAN COORDINATES (ANGSTROEM)
C: -0.35448 -1.35002 -0.34496  -0.165
C: 2.31541 0.14804 -0.18379  -0.355
C: -2.08286 0.38257 -0.17700  -0.018
N: 0.76850 -1.78879 0.07632  0.210
N: 1.95015 -1.13652 0.13456  0.022
N: -0.86786 -0.24855 0.03062  0.135
S: 3.95299 0.42474 -0.09844  1.134
H: -0.98963 -2.16691 -0.76093  0.203
H: 1.59674 0.80988 -0.63556  0.117
H: -2.42219 0.37176 -1.26307  0.156
H: -2.85716 -0.36500 0.18216  0.177
H: -2.13456 1.31065 0.50590  0.157
H: 2.74134 -1.80277 0.18069  0.183
H: 4.09222 1.81356 -0.35006  0.043

=====

This record from the OMol25 dataset describes the ion C3H7N4 with charge +1. The level of theory is ωB97M-V/def2-TZVPD.

Computed properties:
Energy above the lowest of the compared OMol25 structures with the same formula, charge and spin = 530.0 kJ/mol
Maximum force = 0.116 hartree/bohr
HOMO level = -12.318 eV
Charge = +1

Last column: Löwdin charge in e.
CARTESIAN COORDINATES (ANGSTROEM)
N: -2.69374 1.31726 0.06133  0.394
C: -1.94702 0.44822 -0.05699  0.049
C: -1.54284 -0.85557 0.08964  -0.096
N: -0.45477 -1.52069 0.12083  0.139
C: 0.81488 -1.07476 -0.10217  -0.213
N: 0.92097 0.40680 -0.11060  -0.083
N: 2.30394 0.84297 0.25231  0.035
H: -3.45036 1.91779 -0.16161  0.154
H: -2.33634 -1.48184 0.19844  0.118
H: 1.60717 -1.45908 0.40352  0.102
H: 1.02486 -1.45542 -1.13065  0.180
H: 0.86407 0.93768 -0.94135  0.093
H: 2.25223 1.79503 0.44234  0.055
H: 2.63697 0.18161 0.93496  0.072

=====

This record from the OMol25 dataset describes the ion C3H7N4O2 with charge +1. The level of theory is ωB97M-V/def2-TZVPD.

Computed properties:
Energy above the lowest of the compared OMol25 structures with the same formula, charge and spin = 23.9 kJ/mol
Maximum force = 0.084 hartree/bohr
HOMO level = -14.053 eV
Charge = +1

Last column: Löwdin charge in e.
CARTESIAN COORDINATES (ANGSTROEM)
H: 1.84345 -1.14456 -0.68552  0.043
N: 1.13373 -0.60698 -0.35765  0.184
C: 1.17592 -0.28894 0.88791  -0.415
N: 2.09050 -0.55787 1.78442  0.179
C: 0.00033 0.46739 1.38829  -0.240
O: -0.26519 0.79224 2.48653  0.248
O: -0.94318 0.96595 0.32228  0.129
C: -1.26726 0.43574 -0.79928  -0.424
N: -1.44038 1.35922 -1.77213  0.244
N: -1.54462 -0.90897 -1.00684  0.212
H: 1.99700 -0.55779 2.84264  0.174
H: 3.05190 -0.69697 1.52478  0.130
H: -1.22299 1.15055 -2.66552  0.082
H: -1.64466 2.34613 -1.55593  0.165
H: -1.14026 -1.57563 -0.38160  0.107
H: -1.82430 -1.17952 -2.01239  0.183

=====

This record from the OMol25 dataset describes a structure of composition C3H7N5. The level of theory is ωB97M-V/def2-TZVPD.

Computed properties:
Energy above the lowest of the compared OMol25 structures with the same formula, charge and spin = 589.4 kJ/mol
Maximum force = 0.138 hartree/bohr
HOMO level = -8.933 eV

Last column: Löwdin charge in e.
CARTESIAN COORDINATES (ANGSTROEM)
C: -0.62628 -1.45470 -1.80853  0.008
C: 0.74554 0.76977 0.50993  -0.506
C: -0.01878 -1.09199 1.49910  -0.118
H: 0.35987 -1.21241 -2.11815  0.068
H: -1.55770 -1.11721 -2.39579  0.118
H: -0.62936 -2.55087 -1.54428  0.100
H: 2.05672 0.73552 1.91873  0.081
H: 0.58311 -0.83042 2.51822  0.103
H: -1.12074 -0.66740 1.69547  0.112
H: 0.00309 -2.49626 1.70765  0.159
N: -0.69520 -0.44787 -0.72109  -0.265
N: -0.95760 0.81051 -0.91853  0.079
N: -0.06696 1.48380 -0.33780  0.064
N: 1.40341 1.40685 1.38016  0.129
N: 0.27381 -0.56750 0.17084  -0.131

=====

This record from the OMol25 dataset describes an isolated molecule of C3H7N5. The level of theory is ωB97M-V/def2-TZVPD.

Computed properties:
Energy above the lowest of the compared OMol25 structures with the same formula, charge and spin = 339.4 kJ/mol
Maximum force = 0.088 hartree/bohr
HOMO level = -8.041 eV

Last column: Löwdin charge in e.
CARTESIAN COORDINATES (ANGSTROEM)
H: -2.38892 2.22582 0.47497  0.031
N: -3.03480 1.49666 0.15159  0.118
C: -2.40976 0.44291 -0.03762  -0.474
N: -2.86114 -0.73916 -0.54741  0.059
N: -1.94507 -1.58808 -0.56088  0.028
N: -0.83292 -1.14762 -0.00492  -0.174
C: 0.43439 -1.91947 -0.13860  0.032
N: -0.96395 0.20785 0.19116  -0.094
C: 0.05360 0.96928 0.76911  -0.075
H: 1.12914 -1.25617 0.43665  0.090
H: 0.26725 -2.75771 0.39757  0.042
H: 0.60349 -2.09261 -1.21136  0.100
H: 0.56977 0.52918 1.68898  0.112
H: 0.73057 1.17732 -0.11019  0.112
H: -0.50071 1.86611 1.14893  0.092